[1]
A structure of composition C2O2S2 at a distorted geometry. Source: the Open Molecules 2025 dataset; level of theory: wB97M-V/def2-TZVPD.

Properties
E_tot = -27838.123 eV
Kohn-Sham gap = 9.44 eV
Energy above the lowest of the compared OMol25 structures with the same formula, charge and spin = 46.1 kcal per mole

Last column: Löwdin charge in e.
Element x y z (Å)
C (1.308, -0.246, -0.096)  -0.7923
C (-1.089, 0.279, 0.107)  -1.0473
O (2.157, 0.507, -0.086)  0.1836
O (-0.196, 1.011, 0.135)  -0.0168
S (-2.600, -0.003, -0.141)  0.8088
S (0.421, -1.548, 0.081)  0.8641


[2]
A structure of composition C39H30N3S6SbTa at a distorted geometry. Source: the Open Molecules 2025 dataset; level of theory: wB97M-V/def2-TZVPD.

Properties
E_tot = -118505.512 eV
Kohn-Sham gap (alpha / beta) = 6.24 / 7.20 eV
Energy above the lowest of the compared OMol25 structures with the same formula, charge and spin = 0.0 kcal per mole
2S+1 = 2

Last column: Löwdin charge in e.
Element x y z (Å)
Ta (-0.058, 0.397, 0.263)  1.3731
S (0.299, -3.152, -3.114)  -0.1612
Sb (1.110, -3.785, -0.902)  0.5172
S (0.219, -2.121, 0.536)  -0.0557
S (2.343, -2.823, -2.776)  -0.1285
C (-2.363, -5.542, -0.013)  -0.0427
C (-3.584, -4.890, -0.681)  -0.5499
C (-4.736, -5.897, -0.653)  -0.0685
C (-3.271, -4.564, -2.147)  -0.0429
C (-3.911, -3.608, 0.086)  -0.1590
C (-5.044, -3.496, 0.898)  -0.0240
C (-5.317, -2.339, 1.603)  -0.0765
C (-4.418, -1.290, 1.524)  -0.4594
S (-4.506, 0.273, 2.272)  1.1363
C (-2.980, 0.689, 1.547)  -0.5311
N (-2.430, -0.255, 0.826)  -0.0164
C (-3.239, -1.389, 0.768)  -0.2831
C (-3.026, -2.540, 0.015)  -0.0055
C (-2.324, 1.941, 1.841)  -0.2835
C (-3.008, 2.993, 2.462)  -0.0585
C (-2.323, 4.132, 2.825)  -0.0818
C (-0.950, 4.200, 2.607)  -0.0659
C (-0.289, 3.158, 1.977)  -0.1108
C (-0.959, 2.014, 1.536)  -0.2509
H (-2.028, -6.410, -0.586)  0.0902
H (-2.620, -5.871, 0.996)  0.0933
H (-1.536, -4.836, 0.074)  0.0181
H (-4.469, -6.767, -1.255)  0.0861
H (-5.650, -5.465, -1.065)  0.0901
H (-4.937, -6.249, 0.360)  0.0815
H (-3.058, -5.482, -2.699)  0.0889
H (-2.410, -3.904, -2.248)  0.0338
H (-4.127, -4.077, -2.620)  0.0958
H (-5.745, -4.315, 0.976)  0.1023
H (-6.213, -2.255, 2.204)  0.1100
H (-2.162, -2.579, -0.627)  0.0505
H (-4.073, 2.913, 2.649)  0.0895
H (-2.844, 4.960, 3.287)  0.1024
H (-0.395, 5.074, 2.927)  0.1046
H (0.780, 3.239, 1.831)  0.0827
C (1.819, -0.220, 4.302)  -0.0764
C (3.148, -0.497, 4.010)  -0.0829
C (3.610, -0.364, 2.713)  -0.0373
C (2.743, 0.031, 1.692)  -0.2356
C (1.395, 0.292, 1.966)  -0.2971
C (0.961, 0.172, 3.285)  -0.1230
C (3.191, 0.176, 0.300)  -0.2431
C (4.560, 0.308, -0.031)  0.0030
C (4.927, 0.577, -1.314)  0.0111
C (3.939, 0.721, -2.310)  -0.1597
C (4.243, 1.055, -3.647)  -0.0282
C (3.246, 1.190, -4.571)  -0.0679
C (1.908, 0.967, -4.195)  -0.0516
C (1.589, 0.626, -2.912)  -0.0857
C (2.591, 0.522, -1.925)  -0.2563
N (2.252, 0.251, -0.633)  0.0496
H (1.450, -0.329, 5.315)  0.1022
H (3.822, -0.822, 4.793)  0.1009
H (4.645, -0.606, 2.501)  0.1004
H (-0.077, 0.383, 3.520)  0.0945
H (5.304, 0.238, 0.748)  0.1055
H (5.970, 0.703, -1.580)  0.1227
H (5.279, 1.215, -3.921)  0.1143
H (3.480, 1.456, -5.593)  0.1052
H (1.123, 1.050, -4.937)  0.1150
H (0.561, 0.417, -2.647)  0.0319
S (-1.423, 1.685, -1.686)  0.5954
C (-0.173, 2.816, -1.512)  -1.1317
N (0.805, 2.585, -0.677)  -0.0939
C (1.740, 3.596, -0.651)  -0.3104
C (2.891, 3.637, 0.132)  -0.0180
C (3.727, 4.734, 0.033)  -0.0771
C (3.430, 5.787, -0.832)  -0.0911
C (2.290, 5.760, -1.617)  -0.0886
C (1.450, 4.661, -1.519)  -0.4545
S (-0.046, 4.339, -2.362)  1.0469
H (3.108, 2.817, 0.806)  0.1070
H (4.624, 4.775, 0.637)  0.1038
H (4.097, 6.637, -0.890)  0.1019
H (2.059, 6.575, -2.291)  0.1082


[3]
A cluster of 11 separate species, H22O11 in total at a distorted geometry. Source: the Open Molecules 2025 dataset; level of theory: wB97M-V/def2-TZVPD.

Properties
E_tot = -22879.356 eV
SMILES = O.O.O.O.O.O.O.O.O.O.O
Kohn-Sham gap = 9.84 eV
Energy above the lowest of the compared OMol25 structures with the same formula, charge and spin = 49.8 kcal per mole

Last column: Löwdin charge in e.
Element x y z (Å)
O (18.021, 18.593, 1.558)  -0.0633
H (17.074, 18.613, 1.909)  0.1210
H (18.108, 17.758, 1.083)  0.0215
O (21.593, 16.686, 3.207)  -0.0545
H (22.050, 15.840, 3.197)  0.0659
H (21.661, 16.939, 4.137)  0.0820
O (17.536, 15.079, 4.168)  -0.0838
H (17.012, 15.727, 4.655)  0.0741
H (16.913, 14.314, 4.298)  0.0903
O (18.516, 12.444, 3.238)  -0.0349
H (18.209, 12.778, 2.399)  0.0323
H (17.995, 11.734, 3.637)  0.0558
O (20.401, 14.422, 4.536)  -0.0329
H (20.657, 13.565, 4.820)  0.0297
H (19.454, 14.541, 4.511)  -0.0136
O (20.545, 19.021, 2.344)  -0.0987
H (19.676, 18.677, 2.071)  -0.0388
H (21.171, 18.283, 2.624)  0.0225
O (18.604, 17.770, 4.235)  -0.0537
H (18.765, 18.006, 3.325)  -0.0360
H (19.274, 18.218, 4.772)  0.0566
O (19.349, 15.879, 1.876)  -0.0313
H (18.762, 15.676, 2.611)  0.0095
H (20.159, 15.911, 2.341)  -0.0276
O (19.738, 17.260, -0.704)  -0.0262
H (19.730, 16.967, -1.576)  0.0001
H (19.140, 16.730, -0.142)  0.0138
O (15.819, 14.895, 2.011)  -0.0407
H (15.891, 13.943, 1.983)  0.0259
H (16.598, 15.183, 2.474)  -0.0294
O (21.104, 13.423, 1.212)  -0.0730
H (21.848, 13.892, 0.864)  0.0131
H (20.570, 14.177, 1.623)  0.0243


[4]
A cluster of 2 separate species, C6H13O2 in total at a distorted geometry. Source: the Open Molecules 2025 dataset; level of theory: wB97M-V/def2-TZVPD.

Properties
E_tot = -10528.443 eV
Charge = -1
Kohn-Sham gap = 7.08 eV
Energy above the lowest of the compared OMol25 structures with the same formula, charge and spin = 29.1 kcal per mole

Last column: Löwdin charge in e.
Element x y z (Å)
C (2.145, -0.219, 0.900)  -0.1881
C (1.187, -1.374, 1.291)  -0.1458
C (3.031, 0.381, 2.085)  -0.7602
O (2.531, 0.500, 3.223)  -0.0938
O (4.131, 0.785, 1.652)  -0.1088
H (2.982, -0.709, 0.394)  0.0815
H (1.566, 0.574, 0.444)  0.0780
H (1.763, -2.245, 1.644)  0.0626
H (0.513, -1.611, 0.477)  0.0276
H (0.756, -1.095, 2.268)  0.0590
C (-1.928, -0.024, -0.975)  -0.3000
C (-1.838, 1.457, -0.493)  -0.1389
C (-1.941, -0.162, -2.503)  -0.1199
H (-1.000, -0.344, -0.495)  0.0718
H (-2.817, -0.421, -0.486)  0.0960
H (-1.966, 1.488, 0.596)  0.0646
H (-1.668, -1.231, -2.558)  0.0644
H (-2.940, -0.111, -2.918)  0.0589
H (-1.142, 0.344, -3.033)  0.0686
H (-0.817, 1.828, -0.612)  0.0618
H (-2.547, 2.191, -0.901)  0.0605


[5]
A cluster of 2 separate species, C9H14 in total at a distorted geometry. Source: the Open Molecules 2025 dataset; level of theory: wB97M-V/def2-TZVPD.

Properties
E_tot = -9557.897 eV
SMILES = Cc1ccccc1.CC
Kohn-Sham gap = 9.81 eV
Energy above the lowest of the compared OMol25 structures with the same formula, charge and spin = 52.7 kcal per mole

Last column: Löwdin charge in e.
Element x y z (Å)
C (-0.304, 1.793, -1.165)  -0.0543
C (0.215, 0.415, -1.531)  -0.2874
C (1.296, 0.385, -2.370)  -0.0771
C (2.049, -0.758, -2.420)  -0.0897
C (1.651, -1.913, -1.707)  -0.0641
C (0.578, -1.781, -0.819)  -0.0854
C (-0.272, -0.701, -0.889)  -0.0542
H (0.158, 2.173, -0.277)  0.0662
H (-1.329, 1.662, -0.824)  0.0670
H (-0.307, 2.676, -1.802)  0.0767
H (1.507, 1.192, -3.157)  0.1434
H (2.783, -0.653, -3.132)  0.0715
H (2.168, -2.815, -2.019)  0.0993
H (0.144, -2.674, -0.408)  0.0966
H (-1.094, -0.568, -0.250)  0.0831
C (-0.484, -0.081, 3.051)  -0.1962
C (-1.810, 0.559, 2.605)  -0.1849
H (-0.157, -0.027, 4.187)  0.1002
H (-0.722, -1.131, 3.103)  0.0370
H (0.361, 0.130, 2.401)  0.0488
H (-2.420, -0.162, 1.886)  0.0975
H (-1.492, 1.654, 2.205)  0.1095
H (-2.517, 0.626, 3.332)  -0.0036


[6]
A cluster of 3 separate species, C22H36N2O5S in total at a distorted geometry. Source: the Open Molecules 2025 dataset; level of theory: wB97M-V/def2-TZVPD.

Properties
E_tot = -47436.701 eV
SMILES = C[C@H](O)Cc1cc(C[C@@H](C)O)c(CCO)c2nsnc12.C1CCOC1.C1CCOC1
Kohn-Sham gap = 6.76 eV

Last column: Löwdin charge in e.
Element x y z (Å)
C (-7.302, -3.549, 1.010)  -0.0895
C (-6.078, -2.509, 0.591)  -0.3936
O (-6.471, -1.090, 0.617)  -0.1203
C (-5.373, -2.915, -0.870)  -0.1108
C (-3.754, -3.098, -0.517)  -0.0850
C (-2.992, -1.771, 0.072)  0.0296
C (-1.396, -1.718, 0.541)  -0.0595
C (-0.836, -0.298, 1.140)  -0.1234
C (-1.344, 1.042, 0.345)  -0.3468
C (-1.800, 2.217, 1.427)  -0.0654
O (-0.226, 1.624, -0.447)  -0.1285
C (-0.484, -3.114, 0.410)  -0.0426
C (1.089, -3.169, 0.890)  -0.1621
C (2.177, -3.023, -0.329)  -0.2113
O (3.514, -2.854, 0.331)  -0.1734
C (-1.308, -4.430, -0.211)  -0.1506
N (-0.765, -5.833, -0.440)  -0.3113
S (-2.051, -6.831, -1.072)  0.8476
N (-3.458, -5.802, -1.213)  -0.2870
C (-2.912, -4.494, -0.682)  -0.2127
H (-7.470, -3.371, 2.178)  0.0910
H (-8.294, -3.292, 0.443)  0.0829
H (-6.968, -4.682, 0.898)  0.0928
H (-5.259, -2.637, 1.449)  0.1478
H (-7.092, -0.905, -0.151)  0.1081
H (-5.850, -3.878, -1.342)  0.1144
H (-5.558, -1.966, -1.569)  0.1255
H (-3.615, -0.760, 0.183)  0.1101
H (-1.225, -0.224, 2.262)  0.1263
H (0.334, -0.247, 1.195)  0.1176
H (-2.258, 0.885, -0.368)  0.1309
H (-2.799, 2.775, 1.090)  0.0904
H (-2.002, 1.806, 2.505)  0.0737
H (-0.978, 3.065, 1.486)  0.0857
H (-0.539, 1.550, -1.405)  0.1188
H (1.300, -4.130, 1.561)  0.1393
H (1.257, -2.246, 1.626)  0.1092
H (2.027, -2.036, -0.977)  0.1278
H (2.264, -3.997, -0.999)  0.1410
H (3.351, -2.124, 1.021)  0.0946
C (2.480, 6.269, -0.355)  -0.1837
C (2.575, 4.903, -0.983)  -0.1819
C (1.938, 4.024, 0.071)  -0.2112
O (0.959, 4.827, 0.745)  -0.1466
C (1.150, 6.196, 0.362)  -0.2081
H (2.532, 7.089, -1.075)  0.1135
H (3.290, 6.400, 0.373)  0.1174
H (1.979, 4.875, -1.903)  0.1171
H (3.597, 4.602, -1.228)  0.1117
H (2.673, 3.698, 0.815)  0.1145
H (1.457, 3.139, -0.356)  0.0911
H (0.325, 6.475, -0.302)  0.1158
H (1.115, 6.835, 1.249)  0.1160
C (5.095, 0.336, -1.779)  -0.1732
C (5.696, -0.071, -0.459)  -0.1751
C (5.434, 1.149, 0.397)  -0.1991
O (4.225, 1.748, -0.090)  -0.1515
C (3.889, 1.139, -1.345)  -0.2036
H (4.835, -0.509, -2.423)  0.1177
H (5.796, 0.979, -2.324)  0.1174
H (5.154, -0.934, -0.055)  0.0932
H (6.756, -0.330, -0.519)  0.1186
H (6.237, 1.886, 0.295)  0.1174
H (5.321, 0.901, 1.457)  0.1177
H (3.020, 0.492, -1.180)  0.1077
H (3.616, 1.912, -2.068)  0.1159